1.
{"formula": "C42H62BNO21", "method": "ωB97M-V/def2-TZVPD", "total_charge": 0, "de_lowest_ev": 0.000, "smiles": "CCB(O)[C@]1(C[C@@H]2CO2)C(=O)OC[C@@H]1OC#N.O=C1CCCO1.O=C1CCCO1.O=C1CCCO1.O=C1CCCO1.O=C1CCCO1.O=C1CCCO1.O=C1CCCO1.O=C1CCCO1", "species": ["O", "O", "O", "O", "O", "O", "O", "O", "O", "O", "O", "O", "O", "O", "O", "O", "O", "O", "O", "O", "O", "N", "C", "C", "C", "C", "C", "C", "C", "C", "C", "C", "C", "C", "C", "C", "C", "C", "C", "C", "C", "C", "C", "C", "C", "C", "C", "C", "C", "C", "C", "C", "C", "C", "C", "C", "C", "C", "C", "C", "C", "C", "C", "C", "B", "H", "H", "H", "H", "H", "H", "H", "H", "H", "H", "H", "H", "H", "H", "H", "H", "H", "H", "H", "H", "H", "H", "H", "H", "H", "H", "H", "H", "H", "H", "H", "H", "H", "H", "H", "H", "H", "H", "H", "H", "H", "H", "H", "H", "H", "H", "H", "H", "H", "H", "H", "H", "H", "H", "H", "H", "H", "H", "H", "H", "H", "H"], "xyz": [[7.406, -4.093, -0.270], [-6.371, 3.723, 1.373], [-3.223, 1.618, 3.846], [-9.532, -2.740, 0.471], [0.434, 2.350, 3.244], [5.528, -1.555, 3.139], [-1.912, 0.117, 0.914], [2.633, 2.459, 3.513], [-5.019, -0.491, 3.379], [1.138, 3.319, -4.085], [3.958, 0.846, 0.580], [6.906, -6.178, 0.359], [6.739, -4.875, -4.002], [1.883, 1.596, -5.326], [-2.705, 7.191, -1.021], [7.142, -6.453, -5.540], [3.078, -0.905, -0.498], [6.019, 0.212, 4.414], [-3.557, -0.307, -0.497], [-3.615, 5.379, -1.969], [-8.024, -2.589, -1.183], [-3.281, 3.815, 4.883], [5.825, -7.109, 0.153], [-4.919, 7.341, -2.018], [6.273, -0.477, 3.468], [-3.624, 6.682, -1.586], [-5.616, 3.327, 2.579], [-4.809, 5.081, -2.720], [-11.183, -4.046, -0.587], [3.431, 3.330, -4.642], [6.119, -2.241, 2.016], [-5.819, 6.142, -2.303], [-4.777, 2.040, 0.531], [2.855, 1.913, 5.791], [-5.039, 3.397, 1.206], [3.614, 2.012, 4.475], [3.197, 4.291, -3.484], [2.098, 2.615, -4.742], [7.491, -5.468, -4.963], [6.979, -1.199, 1.327], [0.871, -0.151, -0.826], [-9.888, -4.139, -1.391], [-10.679, -3.558, 0.764], [1.700, 4.545, -3.574], [-4.090, 1.054, 1.507], [7.428, -0.326, 2.497], [-9.023, -3.071, -0.745], [-3.002, 1.608, 2.407], [1.902, -1.170, -1.288], [3.050, 0.368, -0.033], [-3.098, 2.784, 4.385], [5.236, -5.044, -0.843], [4.606, -6.245, -0.139], [7.365, -3.653, -3.563], [1.453, 1.533, 5.312], [-1.826, 0.653, 2.230], [1.752, 1.041, -0.448], [8.835, -3.809, -3.920], [8.765, -4.671, -5.181], [1.403, 2.160, 3.932], [-3.205, 0.220, 0.514], [-6.160, -0.775, 1.168], [6.623, -5.001, -0.232], [-7.541, -0.123, 1.431], [-5.084, -0.081, 2.060], [7.210, -3.533, -2.495], [-5.307, 7.977, -1.228], [6.085, -7.758, -0.685], [5.707, -7.719, 1.045], [1.339, 0.453, 5.205], [-11.837, -3.294, -1.031], [2.159, -1.052, -2.343], [-5.139, 0.249, 3.982], [-4.726, 7.933, -2.914], [6.367, -0.607, 0.645], [6.706, -3.082, 2.390], [-5.753, 1.717, 0.200], [0.118, 0.069, -1.580], [1.584, -2.196, -1.118], [3.297, 1.204, 6.487], [7.560, 0.714, 2.214], [-5.146, 4.076, -2.478], [-5.757, 4.247, 3.118], [-5.985, 2.384, 2.952], [-10.359, -4.381, 1.408], [3.620, 3.853, -5.580], [2.824, 2.889, 6.278], [5.335, -5.203, -1.918], [-11.738, -4.979, -0.526], [7.796, -1.633, 0.757], [-2.107, -0.197, 2.863], [-6.222, -1.806, 1.509], [-4.325, 4.183, 1.011], [6.898, -2.816, -4.086], [4.230, 2.624, -4.439], [-8.206, -0.475, 0.650], [9.618, -5.335, -5.281], [1.264, 4.768, -2.604], [3.431, 3.792, -2.543], [4.701, -4.118, -0.650], [-11.414, -2.960, 1.296], [8.650, -4.071, -6.084], [-6.322, 5.833, -1.385], [-4.571, 5.129, -3.784], [1.330, 1.616, 0.372], [5.331, -2.618, 1.370], [-5.957, -0.700, 0.106], [-0.870, 1.050, 2.530], [-4.110, 2.322, -0.278], [9.351, -4.356, -3.130], [-7.509, 0.961, 1.330], [4.147, -5.923, 0.797], [-9.395, -5.104, -1.270], [-2.620, 2.561, 2.044], [1.949, 1.688, -1.306], [3.793, 5.201, -3.537], [4.430, 2.728, 4.513], [0.665, 1.930, 5.946], [-10.035, -3.925, -2.445], [-6.582, 6.326, -3.057], [4.004, 1.057, 4.141], [8.335, -0.702, 2.972], [1.456, 5.354, -4.266], [9.346, -2.858, -4.056], [0.358, -0.517, 0.061], [3.847, -6.758, -0.725], [-7.965, -0.430, 2.382]]}

=====

2.
{"formula": "C42H62N4SSbSi4V", "method": "ωB97M-V/def2-TZVPD", "total_charge": 0, "spin_multiplicity": 3, "de_lowest_ev": 0.000, "species": ["Sb", "V", "S", "Si", "Si", "Si", "Si", "N", "N", "N", "N", "C", "C", "C", "C", "C", "C", "C", "C", "C", "C", "C", "C", "C", "C", "C", "C", "C", "C", "C", "C", "C", "C", "C", "C", "C", "C", "C", "C", "C", "C", "C", "C", "C", "C", "C", "C", "C", "C", "C", "C", "C", "C", "H", "H", "H", "H", "H", "H", "H", "H", "H", "H", "H", "H", "H", "H", "H", "H", "H", "H", "H", "H", "H", "H", "H", "H", "H", "H", "H", "H", "H", "H", "H", "H", "H", "H", "H", "H", "H", "H", "H", "H", "H", "H", "H", "H", "H", "H", "H", "H", "H", "H", "H", "H", "H", "H", "H", "H", "H", "H", "H", "H", "H", "H"], "xyz": [[4.542, 13.210, 20.354], [7.484, 11.760, 18.227], [7.511, 7.587, 19.300], [6.262, 14.634, 17.702], [3.873, 12.410, 23.396], [6.950, 10.396, 15.237], [3.268, 10.216, 21.283], [6.777, 12.011, 22.293], [9.012, 11.434, 16.785], [8.038, 10.323, 19.603], [8.621, 13.209, 19.610], [8.459, 11.465, 15.338], [6.470, 11.332, 12.506], [8.008, 11.612, 22.638], [11.338, 11.903, 17.605], [11.939, 10.770, 16.783], [10.091, 12.451, 16.924], [10.825, 9.788, 16.181], [3.757, 11.439, 12.781], [4.465, 11.527, 21.801], [2.047, 12.723, 23.478], [7.461, 13.834, 19.993], [6.408, 13.338, 19.096], [7.386, 9.287, 22.834], [8.195, 6.039, 14.159], [7.449, 14.719, 21.064], [2.946, 8.960, 22.653], [6.118, 9.701, 22.526], [8.742, 7.028, 13.402], [5.871, 13.645, 16.147], [6.228, 10.584, 16.950], [9.805, 14.293, 21.397], [7.871, 9.134, 19.542], [4.644, 14.053, 23.590], [7.806, 15.659, 17.609], [7.652, 8.690, 14.875], [5.923, 10.958, 13.745], [5.832, 11.068, 22.219], [9.742, 13.461, 20.306], [7.494, 6.333, 15.336], [4.311, 11.790, 11.585], [4.547, 11.040, 13.843], [3.213, 12.571, 18.780], [1.524, 10.822, 20.864], [5.697, 11.693, 11.422], [4.354, 11.339, 24.852], [9.528, 10.034, 17.026], [8.361, 10.269, 22.791], [4.156, 9.301, 19.860], [8.594, 14.896, 21.772], [4.810, 15.822, 18.017], [8.449, 8.369, 13.755], [7.165, 7.612, 15.659], [3.758, 12.100, 10.685], [4.827, 16.560, 17.184], [3.673, 13.020, 17.892], [8.388, 5.011, 13.889], [4.920, 16.420, 18.901], [5.223, 10.997, 16.978], [1.593, 13.339, 22.700], [3.713, 8.345, 23.145], [7.217, 5.496, 15.947], [9.409, 9.988, 22.947], [12.574, 11.081, 15.947], [5.247, 9.559, 19.897], [5.793, 14.355, 15.339], [3.754, 9.533, 18.893], [5.341, 8.949, 22.559], [6.587, 7.779, 16.559], [4.414, 14.342, 24.637], [2.224, 13.015, 18.928], [4.903, 13.144, 16.189], [8.803, 12.357, 22.718], [11.063, 8.749, 16.318], [2.177, 8.284, 22.235], [2.701, 11.423, 12.891], [3.681, 11.454, 25.716], [9.658, 13.328, 17.424], [1.825, 13.322, 24.381], [10.711, 9.991, 15.094], [6.142, 9.666, 17.530], [4.100, 10.738, 14.806], [11.038, 11.466, 18.583], [8.617, 15.610, 22.607], [8.532, 15.134, 16.942], [1.508, 11.790, 23.513], [5.712, 14.040, 23.353], [9.755, 9.882, 18.071], [0.722, 10.519, 21.598], [3.809, 15.392, 18.038], [12.614, 10.187, 17.434], [7.613, 8.268, 23.041], [10.785, 14.623, 21.865], [6.157, 11.971, 10.465], [7.570, 11.360, 12.361], [5.316, 11.580, 25.231], [8.346, 15.726, 18.520], [4.172, 14.792, 22.990], [8.855, 9.168, 13.160], [2.422, 9.435, 23.522], [6.525, 15.144, 21.339], [4.351, 10.274, 24.538], [4.109, 8.205, 19.939], [9.384, 6.815, 12.551], [7.520, 16.643, 17.199], [8.736, 9.403, 16.734], [10.657, 12.991, 19.944], [1.464, 11.889, 20.790], [10.369, 12.797, 15.889], [9.278, 11.047, 14.756], [8.406, 12.501, 15.021], [1.144, 10.382, 19.916], [3.184, 11.462, 18.642], [12.074, 12.695, 17.829], [6.736, 13.023, 15.853]]}

=====

3.
{"formula": "C42H64BBr54IN5O9PS2", "method": "ωB97M-V/def2-TZVPD", "total_charge": 0, "total_energy_ha": -143046.52174, "species": ["I", "Br", "Br", "Br", "Br", "Br", "Br", "Br", "Br", "Br", "Br", "Br", "Br", "Br", "Br", "Br", "Br", "Br", "Br", "Br", "Br", "Br", "Br", "Br", "Br", "Br", "Br", "Br", "Br", "Br", "Br", "Br", "Br", "Br", "Br", "Br", "Br", "Br", "Br", "Br", "Br", "Br", "Br", "Br", "Br", "Br", "Br", "Br", "Br", "Br", "Br", "Br", "Br", "Br", "Br", "S", "S", "P", "O", "O", "O", "O", "O", "O", "O", "O", "O", "N", "N", "N", "N", "N", "C", "C", "C", "C", "C", "C", "C", "C", "C", "C", "C", "C", "C", "C", "C", "C", "C", "C", "C", "C", "C", "C", "C", "C", "C", "C", "C", "C", "C", "C", "C", "C", "C", "C", "C", "C", "C", "C", "C", "C", "C", "C", "B", "H", "H", "H", "H", "H", "H", "H", "H", "H", "H", "H", "H", "H", "H", "H", "H", "H", "H", "H", "H", "H", "H", "H", "H", "H", "H", "H", "H", "H", "H", "H", "H", "H", "H", "H", "H", "H", "H", "H", "H", "H", "H", "H", "H", "H", "H", "H", "H", "H", "H", "H", "H", "H", "H", "H", "H", "H", "H", "H", "H", "H", "H", "H", "H"], "xyz": [[0.173, 1.929, 4.025], [-0.412, -2.048, -8.397], [-3.439, 6.914, 4.869], [-7.392, 6.917, -5.905], [-3.951, -9.617, 4.639], [-8.788, 6.628, -3.054], [8.827, -7.352, 0.128], [5.687, 8.996, -8.058], [3.677, -6.164, -2.075], [0.075, -2.810, -5.347], [3.480, -0.170, -5.879], [-3.152, 6.157, 7.948], [-7.962, 4.236, 1.773], [5.649, 13.254, -7.926], [9.721, -4.316, 0.522], [13.375, -5.413, -4.912], [-10.729, -12.453, 13.742], [-4.989, -8.741, 7.522], [2.728, 9.623, -9.054], [8.813, 15.261, -12.387], [12.839, -7.660, -2.722], [-5.491, -9.823, 12.579], [-1.123, -4.980, -7.360], [0.849, 5.244, -5.010], [1.014, 1.750, -6.343], [-7.500, -11.450, 10.714], [-5.974, 7.087, 6.793], [-5.424, 4.646, 3.680], [7.772, 13.720, -14.976], [2.682, 13.885, -8.910], [-6.147, 2.562, -5.126], [11.708, -8.020, -5.676], [-8.219, -8.476, 11.619], [9.778, -5.632, -2.381], [3.953, 2.722, -7.128], [-5.396, 2.363, 1.499], [2.478, 7.415, -3.310], [4.930, 8.630, -11.133], [1.865, 7.928, -6.388], [-11.446, -9.481, 14.645], [-4.853, -6.184, -5.310], [-2.077, -7.871, 6.536], [-5.652, 7.152, -3.243], [-4.406, 2.798, -2.469], [-2.817, -0.033, -4.414], [4.885, 12.913, -10.995], [-5.767, -3.177, -4.773], [5.254, -4.286, -4.121], [-2.479, 2.134, -6.809], [-3.943, -0.650, -7.285], [6.361, 16.427, -14.057], [6.197, -4.510, -1.084], [-2.826, -4.103, -3.988], [-8.721, -10.827, 15.609], [-7.543, 2.273, -2.270], [0.886, -3.185, 5.710], [-5.017, -0.605, 3.934], [-3.333, -1.315, 3.303], [-1.112, -1.154, -0.038], [5.471, 0.589, 1.339], [7.265, 0.349, 2.641], [-3.500, -2.896, 3.019], [0.105, -5.738, 6.277], [-2.252, -1.173, 4.516], [-2.819, 1.716, 3.456], [-3.061, 0.847, -0.261], [-1.422, 0.393, 2.214], [0.399, 1.838, 0.535], [1.843, -6.878, 5.767], [2.113, -5.554, 5.537], [0.459, 4.095, 1.377], [-0.937, 3.483, -0.441], [-4.300, -4.345, -5.206], [5.397, -0.603, 0.511], [-10.035, -10.718, 14.207], [4.421, 1.019, 4.230], [5.382, -5.413, -2.567], [-4.966, -0.565, 0.512], [-4.062, 7.261, 6.660], [2.888, 1.660, -5.929], [1.065, -4.918, 5.848], [-2.891, 2.656, 4.528], [5.270, 0.141, 3.772], [13.122, -7.294, -4.589], [4.597, 9.619, -9.517], [-1.747, -1.675, 1.123], [1.541, -2.932, 4.028], [-2.577, 0.277, -6.301], [4.031, -1.262, 0.715], [1.364, -2.056, -2.029], [-2.485, -0.481, 1.871], [-3.456, -9.217, 6.453], [7.289, 14.839, -13.486], [-1.059, -2.125, -1.068], [2.339, -1.179, -1.230], [6.073, 0.352, 2.537], [0.664, -6.958, 6.181], [-6.491, 3.390, 2.685], [-5.941, 1.987, -3.300], [-6.807, -9.713, 11.181], [-2.741, 1.970, 5.905], [1.242, 7.117, -4.757], [-7.185, 6.341, -4.080], [-1.657, 1.641, 2.745], [9.974, -5.934, -0.491], [4.549, 13.896, -9.368], [0.290, -2.838, -1.244], [1.114, -1.548, 3.501], [-0.411, 2.993, 0.838], [-0.698, -2.361, 2.000], [-1.618, 2.816, 1.765], [3.468, -1.958, -0.548], [0.679, -1.677, 2.025], [-1.010, -3.112, -6.909], [-3.484, -0.009, 0.699], [-6.914, 2.698, 3.400], [4.067, -1.951, 1.558], [1.985, -0.903, 3.533], [6.179, -1.274, 0.862], [-5.728, 0.200, 0.687], [-2.490, -1.863, 5.151], [-1.632, -0.172, -6.579], [-3.817, 8.288, 6.889], [1.404, 3.770, 1.525], [4.039, 0.923, 5.233], [-6.306, -9.323, 10.306], [1.979, -2.821, -2.512], [-3.979, -3.261, 3.777], [1.415, -2.329, 1.568], [0.307, -1.131, 4.095], [-1.567, 4.257, -0.277], [0.150, -7.885, 6.428], [-2.014, -2.783, -6.667], [0.753, 1.874, -0.408], [-3.043, -10.121, 6.877], [1.211, -3.709, 3.345], [-2.107, 2.632, 6.497], [-2.258, 1.005, 5.831], [5.563, -0.301, -0.516], [3.141, -2.957, -0.254], [14.035, -7.793, -4.877], [-0.177, 3.769, -1.043], [4.828, 14.923, -9.555], [-2.565, 2.880, 1.239], [4.875, 10.645, -9.711], [0.667, -0.673, 1.621], [4.059, 1.851, 3.642], [-5.173, -1.425, 1.142], [1.827, -0.505, -0.548], [0.067, -3.715, -1.860], [-0.991, -2.538, 3.030], [-9.531, -10.332, 13.331], [10.993, -6.255, -0.326], [2.827, -0.537, -1.970], [0.912, -1.460, -2.823], [-2.267, 3.541, 4.441], [3.329, -0.486, 1.011], [0.315, 7.604, -4.491], [-2.550, -2.354, 0.826], [3.013, 2.077, -4.940], [-3.866, 1.144, -0.706], [4.318, -2.124, -1.226], [0.483, 4.852, 0.717], [-7.008, 5.274, -4.102], [-1.226, -1.591, -2.008], [6.604, 14.275, -12.872], [0.684, -3.229, -0.310], [-5.763, 0.920, -3.323], [-5.060, -0.916, -0.524], [-0.540, -3.351, 1.568], [5.412, -0.755, 4.357], [-3.700, 1.948, 6.412], [1.140, 1.669, 1.197], [-3.917, 3.050, 4.539], [-3.948, -4.064, -6.189], [-1.855, -2.872, -1.001], [2.626, -2.988, 4.071], [-1.616, 3.698, 2.400], [6.027, -6.237, -2.838]]}

=====

Listing largest force on an atom for the structures above in their given order: 2.60; 2.35; 2.49 eV/A.